1.
Here is a 12-piece molecular cluster, C19H57F8N22O12PSSi overall from the OMol25 dataset. Energies are from ωB97M-V/def2-TZVPD.

```
121
Properties=species:S:1:pos:R:3
C 5.815 0.335 3.035
Si 4.776 -0.148 1.545
C 3.337 1.047 1.234
C 2.360 1.086 2.397
O 1.039 1.450 1.986
C 0.842 2.826 1.869
C -0.176 3.124 0.780
F -0.873 4.243 1.164
F 0.413 3.433 -0.416
C -1.255 2.036 0.544
F -2.243 2.619 -0.186
F -1.794 1.716 1.737
C -0.818 0.747 -0.239
F 0.498 0.727 -0.499
F -1.457 0.748 -1.439
C -1.206 -0.590 0.423
F -2.565 -0.747 0.352
F -0.809 -0.682 1.707
P 6.154 -0.077 -0.234
S 7.617 -1.386 -0.091
H 5.381 1.178 3.564
H 5.896 -0.511 3.711
H 6.828 0.580 2.729
H 4.314 -1.533 1.624
H 3.767 2.038 1.094
H 2.853 0.715 0.322
H 2.702 1.768 3.174
H 2.248 0.112 2.867
H 0.486 3.241 2.812
H 1.750 3.368 1.601
H -0.736 -1.391 -0.150
H 5.423 -0.177 -1.434
H 6.694 1.225 -0.282
N 10.230 0.534 -3.548
C 9.028 -0.110 -3.401
N 9.025 -1.421 -3.757
O 8.036 0.456 -2.970
H 11.056 0.086 -3.894
H 10.268 1.500 -3.288
H 8.162 -1.917 -3.642
H 9.825 -1.921 -4.108
N 2.413 -5.180 3.385
C 3.477 -4.649 2.706
N 4.221 -5.539 1.987
O 3.744 -3.460 2.735
H 2.176 -6.153 3.371
H 1.850 -4.547 3.920
H 4.999 -5.172 1.472
H 4.020 -6.519 1.938
N -0.379 -5.253 -2.718
C -0.004 -3.947 -2.610
N -1.008 -3.038 -2.849
O 1.125 -3.589 -2.322
H -1.314 -5.549 -2.964
H 0.322 -5.950 -2.539
H -0.763 -2.068 -2.790
H -1.949 -3.295 -3.081
N -2.897 5.819 -1.824
C -1.950 6.235 -2.717
N -0.704 5.683 -2.549
O -2.186 7.037 -3.603
H -2.709 5.159 -1.095
H -3.827 6.198 -1.912
H 0.011 5.967 -3.191
H -0.482 5.022 -1.830
N 9.942 -5.055 -2.668
C 10.882 -4.676 -3.580
N 12.089 -5.310 -3.484
O 10.663 -3.824 -4.429
H 10.104 -5.746 -1.961
H 9.051 -4.597 -2.705
H 12.797 -5.049 -4.142
H 12.294 -6.009 -2.797
N -7.760 4.902 -0.908
C -6.517 5.331 -0.562
N -6.042 4.825 0.622
O -5.870 6.108 -1.245
H -8.295 4.259 -0.353
H -8.144 5.251 -1.765
H -5.128 5.122 0.911
H -6.561 4.178 1.198
N -8.194 7.218 1.905
C -9.079 7.190 2.949
N -8.766 6.299 3.949
O -10.064 7.900 2.994
H -7.379 6.634 1.850
H -8.386 7.856 1.156
H -9.395 6.233 4.738
H -7.965 5.696 3.917
N -4.012 -8.667 -2.395
C -3.395 -7.468 -2.199
N -3.586 -6.896 -0.974
O -2.711 -6.942 -3.067
H -4.575 -9.120 -1.702
H -3.885 -9.107 -3.286
H -3.132 -6.019 -0.799
H -4.139 -7.311 -0.250
N 2.027 -6.881 -4.943
C 2.905 -7.641 -4.222
N 3.477 -8.681 -4.908
O 3.156 -7.420 -3.051
H 1.796 -7.059 -5.900
H 1.596 -6.105 -4.473
H 4.125 -9.258 -4.408
H 3.286 -8.882 -5.871
N -4.913 1.805 0.815
C -6.104 1.176 1.000
N -6.112 -0.169 0.774
O -7.106 1.794 1.348
H -4.070 1.349 0.531
H -4.911 2.789 0.986
H -6.981 -0.651 0.903
H -5.300 -0.684 0.492
N -7.949 7.225 8.725
C -8.286 6.998 7.419
N -7.377 7.407 6.487
O -9.334 6.456 7.100
H -7.098 7.668 9.008
H -8.604 6.931 9.424
H -7.640 7.247 5.527
H -6.502 7.840 6.708
```

Output
HOMO-LUMO gap   0.2771 Ha
Structure (SMILES)   C[Si@@H](CCOCC(F)(F)C(F)(F)C(F)(F)C(F)F)[PH2]=S.NC(N)=O.NC(N)=O.NC(N)=O.NC(N)=O.NC(N)=O.NC(N)=O.NC(N)=O.NC(N)=O.NC(N)=O.NC(N)=O.NC(N)=O
E_tot   -127733.3606 eV
Net charge   0
Molecular weight   1028.92 g/mol


2.
Here is C19H57MgO10S9 as an isolated structure from the OMol25 dataset. Energies are from ωB97M-V/def2-TZVPD.

```
96
Properties=species:S:1:pos:R:3
Mg 8.413 16.485 10.148
C 10.493 14.401 9.025
O 9.181 14.714 9.439
H 11.112 13.864 9.742
H 10.514 13.861 8.122
H 11.126 15.308 8.773
C 10.860 22.389 14.286
S 11.826 21.139 13.347
O 10.758 20.308 12.672
C 12.357 22.250 11.958
H 10.430 21.846 15.065
H 10.030 22.634 13.644
H 11.470 23.262 14.528
H 12.928 21.582 11.280
H 13.115 22.946 12.401
H 11.480 22.731 11.537
C 8.692 8.681 11.260
S 7.442 9.953 11.151
O 7.546 10.668 12.419
C 8.335 10.947 9.922
H 9.653 9.206 11.164
H 8.504 7.926 10.498
H 8.682 8.307 12.356
H 9.169 11.452 10.377
H 7.649 11.706 9.659
H 8.604 10.236 9.071
C 8.012 14.694 6.678
S 6.816 14.676 8.012
O 6.796 16.023 8.643
C 5.369 14.690 7.069
H 8.716 13.883 6.796
H 8.602 15.634 6.642
H 7.498 14.726 5.629
H 5.304 15.324 6.196
H 4.536 14.963 7.795
H 5.174 13.698 6.597
C 6.145 13.625 13.086
S 7.224 13.935 11.620
O 7.301 15.476 11.508
C 8.820 13.440 12.263
H 5.200 14.154 12.719
H 6.480 14.219 13.935
H 6.041 12.547 13.155
H 8.925 12.364 12.145
H 8.852 13.671 13.321
H 9.581 14.107 11.847
C 7.412 24.694 7.329
S 7.672 22.924 7.677
O 8.708 22.840 8.761
C 6.014 22.589 8.390
H 6.745 24.825 6.418
H 8.409 25.038 7.087
H 6.974 25.265 8.180
H 5.679 23.206 9.196
H 6.059 21.568 8.717
H 5.341 22.719 7.509
C 9.160 19.282 6.798
S 9.219 19.101 8.544
O 9.661 17.666 8.840
C 10.634 20.085 8.887
H 8.530 18.504 6.402
H 10.165 19.212 6.318
H 8.758 20.264 6.647
H 10.314 21.112 8.905
H 11.319 19.758 8.172
H 10.944 19.795 9.866
C 11.633 11.198 13.369
S 12.797 12.540 13.723
O 12.344 13.767 13.083
C 12.333 12.487 15.440
H 11.604 10.838 12.333
H 10.623 11.340 13.714
H 12.123 10.467 14.012
H 11.212 12.583 15.456
H 12.833 13.261 15.956
H 12.695 11.598 15.956
C 5.270 18.457 11.934
S 6.850 19.231 11.617
O 7.499 18.257 10.679
C 7.717 18.923 13.205
H 5.580 17.428 12.286
H 4.877 18.433 10.911
H 4.642 18.957 12.649
H 7.715 17.861 13.284
H 7.157 19.399 14.047
H 8.737 19.381 12.973
C 12.501 16.309 11.252
S 11.293 17.514 11.560
O 9.943 16.879 11.495
C 11.551 17.633 13.310
H 12.124 15.344 11.637
H 13.360 16.518 11.938
H 12.768 16.314 10.210
H 12.283 18.451 13.562
H 11.828 16.680 13.752
H 10.568 17.923 13.701
```

Output
HOMO-LUMO gap   0.2995 Ha
E_tot   -144055.7698 eV
Net charge   +1
Molecular weight   758.56 g/mol
ΔE to the lowest compared entry with this formula, charge and spin   0.0000 eV


3.
Here is a 9-piece molecular cluster, C19H57NO9 overall from the OMol25 dataset. Energies are from ωB97M-V/def2-TZVPD.

```
86
Properties=species:S:1:pos:R:3
C 0.314 -0.961 -0.143
O 1.443 -0.368 -0.873
H 0.603 -1.870 0.385
H -0.151 -0.381 0.654
H -0.437 -1.201 -0.896
H 1.511 -0.500 -1.821
C 2.436 -2.192 -4.993
C 1.653 -0.920 -4.745
O 1.360 -0.490 -3.450
H 1.726 -2.990 -5.210
H 3.142 -2.406 -4.191
H 3.014 -1.950 -5.885
H 0.752 -0.903 -5.359
H 2.329 -0.150 -5.116
H 1.135 0.443 -3.431
C 4.524 -2.831 0.676
C 4.895 -1.506 -0.117
O 4.058 -0.391 0.232
H 3.859 -2.691 1.527
H 5.512 -3.128 1.028
H 4.170 -3.616 0.007
H 4.732 -1.664 -1.184
H 5.944 -1.348 0.135
H 3.178 -0.449 -0.148
C -0.438 -2.467 5.166
C -0.170 -2.725 3.708
O -1.435 -2.685 3.044
H 0.488 -2.611 5.724
H -0.963 -3.245 5.720
H -0.937 -1.530 5.413
H 0.323 -3.690 3.591
H 0.399 -2.013 3.111
H -2.032 -3.185 3.606
C -0.608 2.846 -1.306
C 0.852 2.974 -1.955
O 1.050 2.356 -3.262
H -0.781 1.839 -0.928
H -1.360 3.235 -1.993
H -0.834 3.314 -0.348
H 1.626 2.605 -1.282
H 1.004 4.050 -2.043
H 1.745 2.867 -3.683
C -1.240 -4.090 -1.476
C -2.412 -4.999 -1.687
O -2.223 -6.132 -0.763
H -1.072 -3.794 -0.440
H -1.313 -3.173 -2.061
H -0.365 -4.658 -1.793
H -2.448 -5.456 -2.676
H -3.350 -4.445 -1.643
H -2.664 -5.928 0.065
C -2.385 0.481 -3.598
C -3.711 1.234 -3.664
O -4.195 1.159 -4.953
H -1.684 0.650 -2.781
H -1.866 0.806 -4.500
H -2.507 -0.600 -3.658
H -3.446 2.278 -3.498
H -4.507 0.946 -2.977
H -5.129 1.379 -4.929
C -3.135 1.151 0.636
C -3.765 2.567 0.466
O -4.954 2.746 1.005
H -3.077 0.790 -0.390
H -3.801 0.460 1.153
H -2.174 1.252 1.141
H -3.755 2.765 -0.606
H -3.021 3.229 0.907
H -5.428 3.444 0.547
C 1.556 0.758 3.579
C 1.696 2.113 2.871
C 0.396 2.929 3.113
O 0.232 3.330 4.443
C 0.397 4.705 4.852
N 2.728 2.906 3.474
H 0.771 0.166 3.109
H 1.306 0.915 4.628
H 2.459 0.163 3.440
H 1.854 1.963 1.803
H -0.491 2.339 2.882
H 0.563 3.865 2.579
H 0.656 4.753 5.909
H -0.533 5.216 4.602
H 1.115 5.294 4.281
H 2.476 3.329 4.356
H 2.816 3.723 2.887
```

Output
2S+1   2
HOMO-LUMO gap (spin up / spin down)   0.3224 / 0.1188 Ha
⟨S²⟩   0.76
E_tot   -40530.7536 eV
Net charge   +1
Molecular weight   443.66 g/mol
ΔE to the lowest compared entry with this formula, charge and spin   1.4458 eV


4.
Here is a 9-piece molecular cluster, C19H58N10O11 overall from the OMol25 dataset. Energies are from ωB97M-V/def2-TZVPD.

```
98
Properties=species:S:1:pos:R:3
C -11.500 26.035 -23.647
O -11.631 26.630 -22.353
C -12.016 25.589 -21.460
C -12.106 26.108 -19.970
N -10.840 26.469 -19.439
C -10.907 26.699 -18.039
C -9.488 26.911 -17.540
O -8.610 25.814 -17.935
C -7.356 25.884 -17.358
H -12.447 25.732 -24.093
H -10.696 25.299 -23.666
H -11.049 26.835 -24.234
H -11.520 24.618 -21.449
H -13.016 25.256 -21.736
H -12.418 25.163 -19.525
H -12.802 26.913 -19.736
H -9.992 26.173 -19.899
H -11.291 25.817 -17.526
H -11.612 27.492 -17.791
H -9.456 27.078 -16.463
H -9.163 27.869 -17.946
H -7.292 26.406 -16.403
H -6.611 26.345 -18.007
H -7.072 24.848 -17.172
C -11.745 39.631 3.736
O -11.130 39.292 2.425
C -10.005 38.529 2.748
C -9.341 38.145 1.408
N -9.789 36.991 0.669
C -8.979 36.774 -0.530
C -7.392 36.425 -0.523
O -7.117 35.083 0.043
C -6.831 34.083 -0.913
H -12.444 40.453 3.582
H -11.126 40.170 4.454
H -12.396 38.860 4.148
H -10.183 37.589 3.270
H -9.262 39.073 3.330
H -8.338 37.906 1.762
H -9.318 39.019 0.757
H -9.612 36.260 1.343
H -9.043 37.680 -1.132
H -9.586 36.086 -1.118
H -6.910 37.216 0.051
H -7.013 36.704 -1.506
H -6.162 33.338 -0.483
H -6.386 34.375 -1.864
H -7.731 33.521 -1.163
N 6.743 24.010 -9.533
C 6.262 24.256 -10.722
N 7.287 24.571 -11.410
O 5.226 24.005 -11.264
H 6.193 23.464 -8.885
H 7.643 24.400 -9.292
H 7.342 24.414 -12.406
H 8.170 24.816 -10.985
N -1.569 26.616 -2.912
C -0.510 26.896 -2.216
N -0.372 26.318 -1.062
O 0.402 27.603 -2.588
H -1.555 27.044 -3.827
H -2.409 26.343 -2.423
H -1.115 25.678 -0.823
H 0.404 26.560 -0.462
N -0.767 28.231 -10.518
C -1.642 29.070 -9.966
N -1.874 30.062 -10.644
O -2.096 29.022 -8.845
H -0.125 28.506 -11.248
H -0.409 27.399 -10.071
H -1.779 30.084 -11.650
H -2.324 30.778 -10.092
N 1.704 21.564 -4.042
C 2.075 21.512 -5.253
N 1.473 22.528 -5.943
O 2.922 20.882 -5.775
H 2.395 21.191 -3.408
H 1.017 22.269 -3.816
H 1.795 22.655 -6.892
H 0.861 23.189 -5.485
C -4.789 36.170 -9.545
O -5.423 35.233 -8.731
H -4.566 36.996 -8.870
H -3.950 35.695 -10.054
H -5.346 36.653 -10.348
H -6.339 35.123 -8.993
C 2.831 31.554 -14.696
O 2.977 30.220 -14.900
H 2.248 32.161 -15.389
H 2.476 31.690 -13.674
H 3.802 32.049 -14.706
H 2.861 30.016 -15.831
C -3.466 32.344 -17.445
O -3.360 32.758 -16.065
H -4.416 31.834 -17.605
H -3.588 33.114 -18.206
H -2.776 31.570 -17.782
H -4.225 32.795 -15.652
```

Output
HOMO-LUMO gap   0.3112 Ha
Structure (SMILES)   COCCNCCOC.COCCNCCOC.NC(N)=O.NC(N)=O.NC(N)=O.NC(N)=O.CO.CO.CO
E_tot   -58059.9975 eV
Net charge   0
Molecular weight   602.73 g/mol
ΔE to the lowest compared entry with this formula, charge and spin   12.0456 eV